Entry 1:
16
Properties=species:S:1:pos:R:3:forces:R:3 method="wB97M-V/def2-TZVPD" e_homo_ev=-8.00 homo_lumo_gap_ev=8.67 lumo_ev=0.68
C -1.051 -0.580 2.351 -1.6785 -1.4301 2.2778
C -1.117 0.610 1.791 1.1538 1.9945 2.0934
O -0.494 0.606 0.604 -0.3170 -1.5411 -1.9754
C -0.350 -0.770 0.277 2.3097 1.1815 -3.2962
N 0.069 -1.238 -0.833 -0.0375 -1.2086 0.4301
N 0.780 -0.561 -1.894 -2.3677 -1.0476 1.7584
C 0.205 0.770 -2.217 3.9604 -0.9833 -1.7169
C 1.499 0.529 -1.409 0.9965 3.4322 -0.9935
N -0.653 -1.507 1.351 0.3565 -2.8097 4.0047
H -1.372 -0.865 3.415 0.5766 0.2881 -2.1028
H -1.152 1.610 2.236 -0.5848 -0.6601 -0.0440
H -0.573 1.167 -1.694 -2.1875 0.6359 1.1100
H 0.370 0.961 -3.298 -0.5343 0.2340 0.9873
H 2.361 0.784 -1.994 0.6138 -0.3622 -0.2722
H 1.668 0.950 -0.404 -0.9276 -0.9658 -0.2244
H -0.192 -2.466 1.717 -1.3324 3.2425 -2.0363

Entry 2:
125
Properties=species:S:1:pos:R:3:forces:R:3 method="wB97M-V/def2-TZVPD" e_homo_ev="-1.55 / -1.61" homo_lumo_gap_ev="5.57 / 5.63" total_charge=-2 lumo_ev="4.02 / 4.02" spin_multiplicity=2
Bi 0.571 1.852 0.800 0.0936 -0.0015 0.3890
S 1.760 -1.343 -2.752 -0.2055 -0.1112 -0.4778
P -0.176 -1.510 -2.261 -0.1760 0.0421 0.2462
C -0.870 -0.447 -1.168 -0.0377 -0.1443 -0.5236
P -2.032 0.656 -1.529 -0.2457 0.0772 0.3098
S -1.951 2.399 -0.452 0.0064 0.0334 -0.1146
C -2.218 1.241 -3.268 0.1454 0.0180 -0.0212
C -3.279 0.901 -4.098 -0.0501 0.0982 -0.0079
C -3.325 1.364 -5.410 -0.0268 0.0585 0.0807
C -2.307 2.164 -5.903 0.0029 0.0446 0.0640
C -1.233 2.498 -5.082 -0.0505 -0.0188 0.0225
C -1.187 2.038 -3.776 -0.0979 -0.0062 0.0227
C -3.764 0.048 -1.177 0.0552 0.0567 0.0571
C -3.987 -1.322 -1.126 -0.0480 0.0209 0.0027
C -5.245 -1.837 -0.829 0.0135 0.0412 0.0081
C -6.300 -0.975 -0.564 0.0464 -0.0163 -0.0007
C -6.088 0.399 -0.602 0.0361 0.0080 -0.0314
C -4.830 0.904 -0.905 -0.0401 0.0193 -0.0884
C -0.439 -3.222 -1.584 0.2929 -0.0349 -0.0079
C -1.159 -3.407 -0.410 -0.0450 -0.0118 0.0212
C -1.367 -4.686 0.104 0.0118 0.0229 -0.0141
C -0.839 -5.792 -0.546 0.0356 0.0217 -0.0184
C -0.099 -5.614 -1.712 -0.0210 0.0391 -0.0137
C 0.097 -4.339 -2.224 0.0139 0.0044 0.0385
C -1.073 -1.700 -3.876 -0.0202 0.0214 -0.0443
C -0.662 -0.945 -4.975 0.0364 -0.1340 -0.0464
C -1.355 -1.000 -6.176 0.0771 -0.0924 0.0309
C -2.472 -1.818 -6.304 0.0403 -0.0490 0.0263
C -2.889 -2.578 -5.220 0.0188 0.0472 0.0203
C -2.196 -2.514 -4.016 0.0470 0.0417 -0.0303
H -4.075 0.267 -3.725 0.0034 -0.0048 -0.0139
H -4.156 1.087 -6.049 0.0061 -0.0205 0.0100
H -2.344 2.521 -6.927 0.0063 0.0047 -0.0002
H -0.429 3.119 -5.461 0.0041 -0.0056 0.0073
H -0.355 2.298 -3.130 0.0071 0.0220 -0.0280
H -3.145 -1.979 -1.300 0.0094 -0.0324 -0.0314
H -5.395 -2.911 -0.792 0.0103 0.0047 0.0016
H -7.279 -1.370 -0.317 0.0007 0.0028 -0.0125
H -6.907 1.077 -0.388 0.0163 0.0063 0.0009
H -4.658 1.974 -0.921 -0.0076 -0.0060 0.0273
H -1.552 -2.522 0.084 0.0669 -0.0159 0.0100
H -1.942 -4.816 1.015 -0.0034 0.0030 -0.0447
H -0.989 -6.788 -0.143 -0.0110 0.0104 -0.0080
H 0.333 -6.472 -2.214 -0.0031 0.0173 -0.0041
H 0.689 -4.191 -3.120 0.0094 0.0012 0.0137
H 0.223 -0.327 -4.871 -0.0249 -0.0266 -0.0300
H -1.028 -0.395 -7.014 -0.0046 -0.0121 0.0319
H -3.014 -1.862 -7.242 -0.0015 0.0083 0.0000
H -3.759 -3.219 -5.307 0.0077 -0.0137 0.0033
H -2.525 -3.120 -3.182 -0.0346 -0.0142 0.0331
C -1.307 4.545 2.116 -0.0749 0.0285 -0.0216
N -1.342 3.912 3.411 0.0148 0.1261 0.0104
C -0.885 4.635 4.568 0.0716 -0.0011 -0.0297
C -1.182 3.652 5.703 -0.0596 -0.0300 -0.0954
N -1.544 2.403 5.026 0.0684 0.0230 -0.0662
C -1.114 1.188 5.684 0.0837 -0.0018 -0.1151
C -1.405 2.567 3.638 -0.0092 0.0117 0.0212
N -1.361 1.722 2.678 0.1528 -0.5534 0.1469
C -1.900 0.365 2.599 -0.1937 0.3027 -0.1314
C -1.181 -0.903 3.115 0.0512 0.2606 -0.0552
N 0.261 -0.860 3.098 0.0767 0.0603 -0.0837
C 0.921 -1.795 3.656 -0.1226 0.0004 0.1844
N 0.474 -3.019 4.218 0.0091 -0.0241 0.0354
C -0.634 -3.766 3.640 0.0886 -0.0225 -0.0327
C 1.637 -3.866 4.491 -0.0580 0.1530 -0.0218
C 2.821 -2.903 4.493 -0.0229 0.0945 -0.0008
N 2.264 -1.712 3.916 0.1866 -0.0610 -0.2534
C 3.108 -0.587 3.608 -0.1456 0.1394 0.0830
H -1.768 5.533 2.210 -0.0303 0.0127 -0.0061
H -1.884 3.953 1.409 -0.0087 0.0362 0.1007
H -0.283 4.656 1.744 -0.0837 0.0871 0.0416
H -1.434 5.575 4.671 -0.0194 0.0125 0.0183
H 0.186 4.853 4.486 -0.0165 0.0168 -0.0008
H -2.002 3.992 6.342 -0.0147 0.0068 0.0278
H -0.299 3.501 6.328 0.0125 -0.0167 0.0135
H -1.038 1.392 6.752 0.0218 -0.0225 -0.0026
H -0.145 0.839 5.313 0.0107 -0.0449 -0.0359
H -1.850 0.403 5.561 -0.0892 -0.2018 -0.0670
H -2.039 0.218 1.522 -0.0308 -0.0222 0.0159
H -2.907 0.327 3.038 -0.0266 0.0691 -0.0289
H -1.575 -1.701 2.474 -0.0212 0.0686 -0.0256
H -1.525 -1.121 4.126 -0.0904 -0.0655 0.2750
H -0.517 -3.933 2.563 0.0750 0.0320 0.0131
H -1.589 -3.284 3.815 -0.0063 0.0134 0.0275
H -0.660 -4.741 4.130 -0.0016 -0.0098 0.0091
H 1.759 -4.615 3.702 -0.0191 -0.0600 -0.1012
H 1.512 -4.389 5.441 0.0205 -0.0283 0.0021
H 3.656 -3.280 3.893 0.0095 -0.0324 0.0249
H 3.194 -2.708 5.508 0.0117 0.0029 0.0180
H 3.806 -0.828 2.801 -0.0283 0.0445 -0.0501
H 2.498 0.271 3.324 -0.0202 -0.0449 -0.0945
H 3.681 -0.303 4.498 0.0344 -0.0316 -0.0109
C 2.393 7.308 -3.464 0.0382 -0.0195 0.0354
C 1.804 6.452 -2.359 -0.0237 0.0632 0.0422
O 2.865 5.890 -1.613 -0.0685 -0.0951 0.1772
P 2.459 5.059 -0.186 0.0922 -0.2377 -0.2667
S 1.704 3.130 2.523 0.0725 -0.2637 -0.0769
S 1.466 3.440 -1.124 0.1595 0.0894 -0.1091
O 3.977 4.536 0.110 -0.1612 0.2150 -0.0463
C 4.744 3.798 -0.836 0.0045 -0.1250 0.0473
C 5.473 2.695 -0.097 0.0008 -0.0218 -0.0348
H 1.617 7.616 -4.169 0.0057 0.0187 0.0297
H 3.146 6.731 -4.003 -0.0272 0.0112 -0.0360
H 2.873 8.200 -3.056 0.0159 -0.0222 -0.0146
H 1.177 5.660 -2.778 0.0214 -0.0354 0.0045
H 1.163 7.063 -1.707 -0.0252 -0.0248 -0.0055
H 5.443 4.480 -1.329 0.0108 0.0493 0.0249
H 4.087 3.373 -1.597 -0.0076 0.0116 -0.0382
H 5.987 3.102 0.776 0.0108 -0.0164 -0.0251
H 6.207 2.217 -0.752 -0.0216 -0.0107 0.0111
H 4.764 1.941 0.245 0.0081 0.0337 0.0402
C 2.401 -1.504 0.009 0.1367 0.2027 0.0709
C 3.255 -2.614 -0.071 0.1411 -0.0013 0.1982
C 4.509 -2.528 -0.729 -0.0291 -0.0257 0.0120
C 5.356 -3.613 -0.798 -0.0500 -0.0113 0.0316
C 4.997 -4.836 -0.225 -0.0086 0.0075 0.0021
C 3.763 -4.948 0.415 0.0397 0.0098 -0.0049
C 2.911 -3.865 0.491 0.0182 -0.0021 -0.0112
H 2.691 -0.566 -0.445 0.0465 -0.0257 0.2707
H 1.432 -1.542 0.489 -0.0435 -0.0663 0.0034
H 4.773 -1.589 -1.202 0.0201 -0.0075 0.0140
H 6.305 -3.518 -1.312 0.0118 -0.0007 -0.0148
H 5.661 -5.688 -0.290 0.0168 -0.0113 0.0024
H 3.462 -5.896 0.848 -0.0020 -0.0047 -0.0062
H 1.946 -3.962 0.968 -0.1748 -0.0359 0.0692

Entry 3:
23
Properties=species:S:1:pos:R:3:forces:R:3 method="wB97M-V/def2-TZVPD" e_homo_ev="-13.90 / -13.86" homo_lumo_gap_ev="10.49 / 5.67" total_charge=+1 lumo_ev="-3.41 / -8.20" spin_multiplicity=2
C 1.730 0.429 0.305 -0.2170 -1.2236 0.4193
C 2.123 0.162 -1.154 -1.7591 -0.3441 -0.7011
C 1.675 -2.412 0.742 0.3082 0.3232 1.8836
S 0.602 -0.968 0.934 0.9194 0.4287 -0.4583
H 2.645 0.249 0.872 -0.2461 0.3784 0.5812
H 1.179 1.321 0.628 0.4148 -0.0918 -0.4826
H 1.676 0.829 -1.885 0.0606 0.7035 0.2929
H 1.600 -0.751 -1.459 0.5846 -0.2862 -0.1215
H 2.670 -2.023 0.654 0.6740 0.2932 -0.0189
H 1.646 -2.955 1.750 -0.3707 0.3206 -1.6628
H 1.537 -2.996 -0.155 -0.7490 -0.4111 -0.0227
H 3.177 0.082 -1.361 0.2786 -0.0316 0.3251
C -2.267 0.771 -0.249 -1.0981 -2.0075 -0.0991
C -1.878 2.011 0.492 1.9758 0.3828 0.5121
C -2.695 0.932 -1.707 0.6546 1.7563 -0.9946
H -1.535 -0.060 -0.193 0.9524 0.6288 -0.2733
H -2.968 0.169 0.358 -0.7761 0.7554 -0.4125
H -1.069 2.495 -0.075 0.3842 -0.1840 0.2196
H -3.318 1.837 -1.838 -0.3565 -0.6632 0.3042
H -1.887 1.221 -2.418 0.3331 -0.1422 0.8893
H -1.473 1.728 1.519 -0.6735 0.6826 -1.1019
H -2.553 2.871 0.533 -0.6659 -0.7653 0.3113
H -3.101 0.103 -2.266 -0.6282 -0.5029 0.6108